Record 1
{
  "formula": "C51H50CrN10O3",
  "method": "ωB97M-V with the def2-TZVPD basis set",
  "s_squared": 6.019,
  "total_charge": 0,
  "gap_ev": [7.61, 7.43],
  "multiplicity": 5,
  "elements": ["Cr", "C", "O", "O", "O", "N", "C", "C", "C", "C", "C", "H", "H", "H", "H", "H", "N", "C", "C", "C", "C", "C", "H", "H", "H", "H", "H", "N", "C", "C", "C", "C", "C", "H", "H", "H", "H", "H", "N", "C", "C", "C", "C", "C", "H", "H", "H", "H", "H", "N", "C", "C", "C", "C", "C", "H", "H", "H", "H", "H", "N", "C", "C", "C", "C", "C", "H", "H", "H", "H", "H", "N", "C", "C", "C", "C", "C", "H", "H", "H", "H", "H", "N", "C", "C", "C", "C", "C", "H", "H", "H", "H", "H", "N", "C", "C", "C", "C", "C", "H", "H", "H", "H", "H", "N", "C", "C", "C", "C", "C", "H", "H", "H", "H", "H"],
  "positions_angstrom": [[8.2533, 3.8793, 10.1245], [8.5022, 4.4532, 7.8779], [8.3958, 3.1599, 8.0720], [9.5343, 4.8014, 8.6153], [7.4111, 4.9457, 8.4006], [6.6356, 1.1492, 5.3386], [6.3289, 0.5337, 4.2106], [6.7476, 0.9858, 2.9480], [7.5207, 2.1162, 2.9177], [7.8262, 2.8129, 4.0754], [7.3599, 2.2916, 5.2836], [5.6182, -0.2847, 4.2313], [6.3416, 0.5258, 2.0577], [7.9512, 2.4935, 1.9959], [8.2540, 3.8004, 3.9723], [7.5640, 2.7928, 6.2211], [8.1548, 5.4055, 11.6605], [7.2999, 5.5126, 12.6838], [7.2516, 6.6416, 13.5053], [8.1016, 7.6986, 13.2287], [8.9338, 7.6404, 12.1032], [9.0143, 6.4346, 11.4482], [6.7175, 4.6450, 12.9589], [6.5635, 6.7306, 14.3331], [8.1174, 8.5555, 13.8893], [9.5662, 8.4870, 11.8813], [9.7269, 6.2880, 10.6440], [2.0904, 3.5645, 7.0749], [3.1527, 4.4096, 7.1415], [4.4550, 3.9868, 7.1905], [4.7018, 2.6145, 7.2418], [3.6659, 1.7281, 7.2308], [2.3821, 2.2736, 7.1197], [2.9314, 5.4664, 7.2034], [5.2356, 4.7362, 7.2242], [5.7514, 2.3574, 7.3347], [3.8622, 0.6654, 7.2318], [1.4856, 1.6604, 7.0925], [11.6318, 8.0244, 9.4631], [12.4607, 9.0176, 9.7428], [13.3959, 9.5589, 8.8808], [13.5296, 8.9336, 7.6535], [12.7180, 7.8664, 7.3119], [11.7332, 7.4995, 8.2225], [12.4298, 9.3341, 10.7839], [14.0324, 10.3952, 9.1278], [14.2949, 9.2744, 6.9654], [12.7507, 7.3769, 6.3492], [10.9397, 6.8160, 7.9397], [13.5062, 1.4197, 7.6633], [12.5725, 2.3519, 7.4453], [12.7742, 3.6871, 7.7851], [14.0090, 4.0568, 8.2605], [14.9722, 3.0981, 8.5711], [14.6852, 1.7961, 8.1748], [11.6978, 2.0484, 6.8832], [12.0884, 4.4208, 7.3804], [14.2669, 5.0997, 8.4072], [15.9325, 3.4062, 8.9582], [15.4678, 1.0467, 8.1699], [7.8070, 8.8789, 7.1116], [6.9899, 9.9046, 6.8108], [6.1641, 10.4687, 7.7629], [6.1037, 9.9656, 9.0512], [6.9016, 8.8719, 9.3404], [7.7301, 8.3756, 8.3423], [7.0860, 10.2280, 5.7827], [5.5834, 11.3431, 7.4924], [5.3637, 10.3696, 9.7296], [7.0307, 8.4766, 10.3392], [8.4119, 7.6087, 8.6888], [10.2993, -0.7280, 7.1435], [10.4927, -1.7324, 7.9828], [9.6699, -2.0329, 9.0655], [8.5754, -1.2069, 9.2780], [8.3425, -0.1594, 8.3866], [9.2368, 0.0475, 7.3422], [11.4293, -2.2754, 7.8995], [10.0353, -2.8325, 9.6953], [7.8424, -1.2779, 10.0718], [7.5332, 0.5203, 8.6150], [9.1906, 0.9320, 6.7178], [7.6885, 7.6321, 3.2780], [6.7715, 6.9676, 2.5486], [6.0049, 5.9596, 3.0814], [6.0344, 5.6757, 4.4530], [6.9614, 6.3646, 5.2043], [7.7923, 7.2792, 4.5568], [6.5292, 7.3566, 1.5666], [5.3291, 5.3806, 2.4627], [5.3515, 4.9490, 4.8711], [7.1376, 6.1853, 6.2584], [8.6468, 7.7437, 5.0279], [4.8483, 5.4271, 10.8642], [3.7734, 5.0225, 11.5647], [2.4788, 5.4146, 11.3299], [2.2482, 6.3078, 10.2631], [3.3423, 6.6680, 9.5032], [4.6127, 6.2064, 9.8151], [3.9419, 4.3285, 12.3826], [1.6263, 5.1357, 11.9325], [1.2768, 6.7765, 10.1944], [3.2081, 7.3186, 8.6475], [5.5179, 6.4763, 9.2841], [9.9260, 2.9088, 11.0698], [10.7147, 2.1534, 10.2996], [11.7671, 1.4146, 10.7619], [12.1746, 1.5483, 12.0693], [11.5053, 2.4822, 12.8874], [10.3705, 3.0795, 12.3359], [10.4032, 2.0526, 9.2665], [12.4157, 0.8872, 10.0744], [13.0141, 1.0577, 12.5452], [11.8161, 2.6923, 13.8980], [9.8944, 3.8661, 12.9092]],
  "forces_ev_per_a": [[0.3, 0.8, -2.2], [-0.3, -2.7, 10.9], [0.1, -4.0, -3.0], [3.1, 3.3, -3.0], [-2.6, 3.3, -2.0], [0.4, 0.4, 0.3], [-0.2, 0.6, -1.0], [-0.6, -0.3, 0.8], [0.8, 0.5, -0.6], [-0.8, -0.4, 0.4], [-0.1, -0.4, -0.9], [0.2, -0.2, 0.4], [0.3, -0.2, -0.1], [-0.4, 0.0, -0.2], [0.4, -0.1, 0.4], [-0.1, -0.2, 0.1], [0.4, 0.1, 0.5], [0.2, 0.3, 0.6], [0.3, 0.0, -0.4], [-0.1, 0.0, -0.5], [0.0, -0.2, 1.5], [-0.5, -0.2, -1.2], [-0.3, 0.0, -0.4], [0.0, -0.4, 0.0], [-0.1, 0.1, -0.1], [0.2, -0.2, -0.3], [0.0, 0.1, -0.1], [1.1, 0.8, 0.3], [-1.0, -0.5, -0.1], [-0.3, 0.0, 0.1], [1.4, 1.2, 0.3], [-0.5, 0.1, -0.3], [-0.6, -0.4, 0.0], [-0.2, 0.0, -0.3], [0.2, -0.3, 0.2], [-0.2, -0.5, 0.0], [-0.2, -0.1, 0.1], [0.2, -0.4, -0.1], [0.0, -0.3, -1.1], [0.3, 0.1, 1.2], [0.0, -0.5, -0.5], [0.6, 0.1, -0.4], [-0.7, 0.2, 0.4], [-0.4, 0.3, 0.3], [-0.1, 0.3, -0.1], [-0.1, 0.0, 0.3], [-0.1, 0.0, -0.1], [0.2, 0.0, 0.0], [0.2, -0.4, 0.2], [0.1, 0.0, -0.3], [0.7, 0.0, 0.3], [0.0, 0.0, -1.5], [0.5, 0.3, 1.0], [-0.6, 0.0, -0.8], [-0.2, 0.2, 0.1], [-0.2, -0.2, 0.3], [-0.2, 0.1, 0.5], [-0.2, 0.1, 0.1], [0.1, -0.2, 0.0], [-0.1, -0.2, 0.3], [-0.3, -0.2, 0.3], [0.9, -1.0, 0.6], [-0.4, 0.8, -0.5], [-0.3, -0.5, -0.4], [0.2, 0.5, 0.1], [0.3, 0.6, 0.6], [-0.3, 0.4, 0.0], [-0.1, -0.1, 0.0], [0.3, 0.1, 0.3], [-0.4, -0.1, 0.0], [0.2, -0.3, -0.7], [0.1, 0.1, -0.2], [0.2, 0.0, 0.6], [0.4, 0.3, -0.3], [-0.4, 0.3, -0.5], [0.4, -0.2, 0.4], [0.1, 0.3, 0.3], [-0.1, -0.1, -0.4], [-0.5, 0.0, 0.3], [0.3, -0.5, 0.3], [0.0, 0.1, -0.4], [-0.4, -0.1, -0.1], [-0.6, -0.4, -0.5], [-0.1, 0.7, 0.7], [-0.8, -0.7, 0.4], [0.3, 0.3, -0.7], [0.5, 0.1, 0.3], [0.6, 0.0, -0.6], [0.5, -0.2, -0.2], [-0.1, 0.2, -0.1], [0.1, -0.1, 0.1], [-0.3, 0.0, 0.0], [-0.3, 0.0, 0.6], [-0.6, -0.6, 0.3], [0.3, -0.4, 0.3], [-0.5, 1.1, -1.1], [0.7, -0.4, 1.3], [-0.4, 0.5, -0.7], [0.3, -0.1, 0.5], [0.3, 0.0, 0.0], [0.2, -0.3, 0.2], [-0.1, -0.2, -0.6], [0.1, 0.1, 0.1], [-0.2, 0.1, -0.4], [0.7, 0.0, 0.8], [-1.3, -0.5, -1.0], [1.6, -0.1, 0.1], [-0.3, 1.1, 1.6], [-0.8, -0.8, -1.5], [0.4, 0.8, 0.4], [0.0, 0.2, -0.1], [-0.4, -0.3, -0.2], [0.1, -0.3, -0.6], [0.0, 0.1, 0.0], [-0.4, -0.3, 0.0]],
  "mulliken_spin": [3.970, 0.033, -0.105, 0.020, -0.059, 0.000, 0.000, 0.000, 0.000, 0.001, 0.004, 0.000, 0.000, 0.000, 0.000, -0.001, -0.084, 0.053, -0.010, 0.010, 0.004, 0.053, -0.006, -0.001, 0.000, -0.001, -0.004, 0.000, 0.000, 0.003, 0.002, 0.000, 0.000, 0.000, -0.005, 0.009, 0.000, 0.000, 0.000, 0.000, 0.000, 0.000, 0.000, -0.009, 0.000, 0.000, 0.000, 0.000, 0.012, 0.000, 0.000, 0.001, 0.001, 0.000, 0.000, 0.000, 0.000, 0.000, 0.000, 0.000, -0.001, 0.000, 0.000, 0.000, 0.001, -0.004, 0.000, 0.000, 0.000, 0.000, 0.003, 0.000, 0.000, 0.000, 0.009, 0.042, 0.001, 0.000, 0.000, -0.001, -0.036, -0.001, 0.000, 0.000, 0.000, 0.001, 0.008, 0.000, 0.000, 0.000, 0.000, -0.002, 0.000, 0.031, 0.005, 0.000, 0.001, 0.000, -0.016, -0.003, 0.000, 0.000, 0.000, 0.008, -0.097, 0.102, 0.013, 0.011, -0.004, 0.058, -0.014, 0.000, 0.001, 0.000, -0.011]
}

Record 2
{
  "formula": "C23H31AsN2PtS4SeSi2Te",
  "method": "ωB97M-V with the def2-TZVPD basis set",
  "total_charge": -2,
  "gap_ev": 4.81,
  "elements": ["Pt", "S", "As", "S", "S", "S", "C", "Si", "C", "C", "C", "C", "C", "C", "C", "C", "N", "Si", "C", "C", "C", "H", "H", "H", "H", "H", "H", "H", "H", "H", "H", "H", "H", "H", "H", "H", "H", "H", "H", "H", "H", "H", "H", "Te", "C", "C", "C", "C", "C", "C", "H", "H", "H", "H", "H", "Se", "C", "C", "C", "N", "C", "C", "H", "H", "H", "H"],
  "positions_angstrom": [[-0.0151, 1.0816, -0.8737], [-0.0236, 5.5997, 0.2666], [-0.0395, 4.6767, -1.5465], [1.9715, 2.3147, -1.3335], [-1.0612, 2.8602, -1.9577], [0.5680, 5.6600, -3.2446], [-1.7872, -1.1901, 2.0608], [-2.6912, -0.4610, 0.5941], [-3.4076, 1.2265, 0.9377], [-4.1885, -1.6060, 0.3634], [-1.5299, -0.4753, -0.8645], [-0.4524, -1.4870, -0.7399], [-0.4665, -2.8771, -0.6480], [0.7423, -3.5520, -0.6382], [1.9377, -2.8428, -0.7107], [1.8902, -1.4608, -0.7512], [0.7201, -0.8308, -0.7412], [-2.2448, -0.5507, -2.5831], [-0.9273, -0.4968, -3.9202], [-3.0972, -2.2194, -2.9094], [-3.5703, 0.7384, -2.8975], [-2.2475, -0.9043, 3.0084], [-0.7504, -0.8493, 2.0893], [-1.7959, -2.2837, 1.9983], [-3.9227, 1.2141, 1.9038], [-4.1342, 1.5190, 0.1750], [-2.6179, 1.9788, 0.9741], [-4.7512, -1.6342, 1.3023], [-3.8928, -2.6300, 0.1183], [-4.8659, -1.2531, -0.4193], [-1.4121, -3.4011, -0.6028], [0.7571, -4.6341, -0.5795], [2.8940, -3.3474, -0.7206], [2.7739, -0.8356, -0.7699], [-0.3697, -1.4385, -3.9355], [-0.2228, 0.3196, -3.7578], [-1.3941, -0.3658, -4.9019], [-2.3941, -3.0510, -2.8118], [-3.4795, -2.2311, -3.9358], [-3.9380, -2.4042, -2.2390], [-3.1505, 1.6746, -3.2640], [-4.1332, 0.9679, -1.9915], [-4.2703, 0.3517, -3.6446], [0.3575, 2.1392, 1.9938], [0.1240, 1.0603, 3.8056], [-1.0693, 1.1156, 4.5406], [-1.2144, 0.4577, 5.7539], [-0.1661, -0.2857, 6.2849], [1.0275, -0.3520, 5.5766], [1.1676, 0.3097, 4.3632], [-1.8951, 1.6938, 4.1413], [-2.1551, 0.5264, 6.2915], [-0.2777, -0.8027, 7.2313], [1.8611, -0.9222, 5.9747], [2.1048, 0.2460, 3.8222], [3.4268, 1.8246, 0.2419], [4.9617, 1.4808, -0.8598], [5.0725, 1.7723, -2.2159], [6.2628, 1.4921, -2.8699], [7.3399, 0.9528, -2.2963], [7.2228, 0.6791, -0.9940], [6.0843, 0.9178, -0.2482], [4.2396, 2.2053, -2.7534], [6.3538, 1.7201, -3.9278], [8.0933, 0.2338, -0.5204], [6.0677, 0.6645, 0.8060]],
  "forces_ev_per_a": [[0.2, -0.1, -0.6], [-0.1, -0.1, 0.2], [0.5, 0.2, 0.0], [-0.2, 0.1, 0.0], [-0.6, -0.3, 0.1], [0.0, 0.1, -0.2], [0.1, -0.1, 0.0], [0.0, 0.0, 0.1], [0.0, 0.1, 0.0], [-0.1, 0.0, -0.1], [0.0, 0.1, -0.2], [-0.1, 0.0, 0.1], [0.0, 0.0, 0.0], [0.0, 0.0, 0.0], [0.0, 0.0, 0.0], [0.0, 0.0, 0.1], [0.2, 0.0, 0.0], [0.0, -0.2, 0.0], [0.0, 0.1, 0.0], [-0.1, 0.0, 0.0], [0.0, 0.1, 0.0], [0.0, 0.0, 0.0], [0.0, 0.0, 0.0], [0.0, 0.0, 0.0], [0.0, 0.0, 0.0], [0.0, 0.0, 0.0], [0.0, 0.0, 0.0], [0.0, 0.0, 0.0], [0.0, 0.0, 0.0], [0.0, 0.0, 0.0], [0.0, 0.0, 0.0], [0.0, 0.0, 0.0], [0.0, 0.0, 0.0], [0.0, 0.0, 0.0], [0.0, 0.0, 0.0], [0.0, 0.0, 0.0], [0.0, 0.0, 0.0], [0.0, 0.0, 0.0], [0.0, 0.0, 0.0], [0.0, 0.0, 0.0], [0.0, 0.0, 0.0], [0.0, 0.0, 0.0], [0.0, 0.0, 0.0], [-0.1, 0.1, 0.5], [0.1, 0.1, 0.1], [0.0, 0.0, 0.0], [0.0, 0.0, 0.0], [0.0, 0.0, 0.0], [0.0, 0.0, 0.0], [0.0, -0.1, 0.0], [0.0, 0.0, 0.0], [0.0, 0.0, 0.0], [0.0, 0.0, 0.0], [0.0, 0.0, 0.0], [0.0, 0.0, 0.0], [0.1, -0.1, 0.0], [0.0, 0.0, 0.0], [0.0, 0.0, -0.1], [0.0, 0.0, 0.0], [0.0, 0.0, 0.0], [0.0, 0.0, 0.0], [0.0, 0.0, 0.0], [0.0, 0.0, 0.0], [0.0, 0.0, 0.0], [0.0, 0.0, 0.0], [0.0, 0.0, 0.0]],
  "nbo_charge": [0.611, -0.539, 1.003, -0.502, -0.543, -0.642, -1.147, 1.766, -1.146, -1.132, -1.340, 0.372, -0.308, -0.171, -0.292, 0.067, -0.494, 1.758, -1.139, -1.136, -1.138, 0.240, 0.260, 0.213, 0.221, 0.220, 0.288, 0.222, 0.214, 0.219, 0.220, 0.201, 0.211, 0.227, 0.221, 0.265, 0.220, 0.218, 0.217, 0.225, 0.257, 0.236, 0.217, -0.367, -0.240, -0.275, -0.218, -0.280, -0.247, -0.203, 0.212, 0.187, 0.186, 0.187, 0.200, 0.304, -0.172, -0.300, 0.033, -0.473, 0.019, -0.303, 0.249, 0.177, 0.172, 0.211]
}

Record 3
{
  "formula": "C7H18N",
  "method": "ωB97M-V with the def2-TZVPD basis set",
  "total_charge": 1,
  "gap_ev": 11.44,
  "elements": ["C", "C", "C", "N", "H", "H", "H", "H", "H", "H", "H", "H", "C", "C", "C", "C", "H", "H", "H", "H", "H", "H", "H", "H", "H", "H"],
  "positions_angstrom": [[2.8007, 1.0472, -2.3460], [1.7780, 1.4823, -1.3544], [0.5385, 1.0289, -1.3402], [-0.4124, 1.4709, -0.2940], [2.4055, 0.3163, -3.0473], [3.1831, 1.9116, -2.8894], [3.6539, 0.6045, -1.8286], [2.0750, 2.2201, -0.6123], [0.1215, 0.2923, -2.0105], [-0.1213, 2.3668, 0.0981], [-1.3662, 1.5483, -0.6510], [-0.4542, 0.7704, 0.4623], [0.6541, -2.1027, 1.0766], [-2.8169, -0.3073, 1.3937], [-1.7297, -1.2268, 0.8414], [-0.4563, -1.2625, 1.6937], [0.3089, -3.1207, 0.8985], [1.5235, -2.1527, 1.7307], [0.9801, -1.6853, 0.1206], [-3.6869, -0.2780, 0.7390], [-2.4663, 0.7239, 1.5246], [-3.1344, -0.6507, 2.3770], [-1.4853, -0.9770, -0.2010], [-2.1201, -2.2443, 0.7813], [-0.0885, -0.2446, 1.9153], [-0.7231, -1.6465, 2.6806]],
  "forces_ev_per_a": [[0.1, 0.0, 0.1], [-0.2, 0.0, -0.1], [0.0, 0.0, 0.0], [0.1, -0.3, 0.0], [0.0, 0.0, 0.0], [0.0, 0.0, -0.1], [0.0, 0.0, 0.0], [0.1, 0.0, 0.0], [0.0, 0.0, 0.0], [-0.1, 0.0, 0.0], [0.0, 0.2, -0.1], [0.0, 0.1, 0.0], [0.0, 0.1, 0.1], [0.2, 0.0, -0.1], [0.1, 0.0, 0.1], [-0.2, 0.0, 0.0], [0.0, 0.0, 0.0], [0.0, 0.0, 0.0], [0.0, 0.0, 0.0], [0.0, 0.0, 0.0], [0.0, 0.0, 0.0], [-0.1, 0.0, 0.0], [0.0, 0.0, 0.0], [0.0, 0.0, 0.0], [0.0, 0.0, 0.0], [0.0, 0.0, 0.0]],
  "nbo_charge": [-0.651, -0.101, -0.111, -0.701, 0.232, 0.251, 0.251, 0.213, 0.235, 0.445, 0.448, 0.466, -0.609, -0.612, -0.416, -0.399, 0.225, 0.228, 0.190, 0.228, 0.169, 0.235, 0.162, 0.237, 0.155, 0.232]
}

F_max values (in Eh/bohr) by entry order: 0.21831, 0.01293, 0.00591.
Total energy values (in eV) by entry order: -103158.612, -223161.226, -9034.051.
Relative energy (zero: lowest compared OMol25 entry of this formula, charge and spin) values (in eV) by entry order: 0.000, 2.143, 0.718.